Entry 1:
Formula: C4H6N2O
Source: the OMol25 dataset
Level of theory: wB97M-V/def2-TZVPD

Results
**E_HOMO**: -7.5 eV
**Charge**: 0
**SMILES**: Nc1ccc(O)[nH]1
**Frontier orbital gap**: 8.425 eV

Each line ends with the Mulliken charge.
Geometry (Å):
O (-2.38, 1.06, -0.50)  -0.505
N (1.95, 0.40, 1.03)  -0.560
N (-0.11, 1.02, 0.02)  -0.029
C (-1.21, 0.39, -0.47)  0.393
C (0.90, 0.06, 0.17)  0.044
C (-0.92, -0.93, -0.75)  -0.525
C (0.46, -1.10, -0.38)  -0.446
H (2.21, -0.40, 1.60)  0.245
H (-0.04, 1.97, 0.35)  0.227
H (-1.56, -1.62, -0.25)  0.185
H (-3.02, 0.44, -0.87)  0.342
H (2.75, 0.74, 0.53)  0.246
H (0.99, -2.05, -0.40)  0.383

---

Entry 2:
Formula: C4H6N2O
Source: the OMol25 dataset
Level of theory: wB97M-V/def2-TZVPD

Results
**E_HOMO**: -10.1 eV
**Charge**: 0
**SMILES**: O=C1NC[C@H]2CN12
**Frontier orbital gap**: 10.956 eV

Each line ends with the Mulliken charge.
Geometry (Å):
O (-1.41, -1.65, 1.20)  -0.578
N (-0.20, -1.07, -0.66)  -0.401
N (-1.10, 0.59, 0.57)  -0.267
C (0.61, 0.08, -0.97)  0.092
C (-0.13, 1.27, -0.29)  -0.532
C (-1.03, -0.79, 0.45)  0.559
C (1.09, -0.98, 0.02)  -0.577
H (0.97, 0.24, -2.00)  0.335
H (-0.66, 1.84, -1.06)  0.302
H (-1.34, 0.93, 1.49)  0.242
H (1.12, -0.48, 1.00)  0.213
H (1.58, -1.94, 0.00)  0.336
H (0.51, 1.96, 0.27)  0.276

---

Entry 3:
Formula: C4H6N2O
Source: the OMol25 dataset
Level of theory: wB97M-V/def2-TZVPD

Results
**E_HOMO (alpha / beta)**: -7.9 / -7.9 eV
**Charge**: 0
**SMILES**: Cc1ncc(O)[nH]1
**Frontier orbital gap (alpha / beta)**: 8.266 / 8.266 eV

Each line ends with the Mulliken charge.
Geometry (Å):
O (-2.57, -0.11, 0.67)  -0.470
N (-0.18, 0.56, 0.87)  -0.065
N (0.00, -0.50, -1.10)  -0.542
C (2.10, -0.30, 0.15)  -1.038
C (0.62, -0.12, 0.01)  0.417
C (-1.44, 0.70, 0.20)  0.298
C (-1.19, 0.10, -1.01)  -0.509
H (0.21, 1.16, 1.59)  0.242
H (-1.96, 0.03, -1.76)  0.468
H (-2.99, -0.54, -0.10)  0.295
H (2.41, -0.69, 1.12)  0.323
H (2.42, -0.98, -0.64)  0.294
H (2.60, 0.66, -0.02)  0.287

---

Entry 4:
Formula: C4H6N2O
Source: the OMol25 dataset
Level of theory: wB97M-V/def2-TZVPD

Results
**E_HOMO**: -8.7 eV
**Charge**: 0
**SMILES**: COc1cc[nH]n1
**Frontier orbital gap**: 9.856 eV

Each line ends with the Mulliken charge.
Geometry (Å):
O (0.87, -0.38, -1.12)  -0.376
N (-1.07, 0.47, 1.55)  0.106
N (-0.72, -0.46, 0.64)  -0.654
C (0.31, 0.08, 0.00)  0.555
C (0.71, 1.29, 0.58)  -0.483
C (-0.27, 1.58, 1.50)  -0.134
C (0.38, -1.61, -1.59)  -0.618
H (0.98, -1.84, -2.47)  0.224
H (-0.61, 2.54, 1.16)  0.217
H (-0.68, -1.54, -1.86)  0.281
H (-1.82, 0.23, 2.19)  0.223
H (0.50, -2.39, -0.83)  0.296
H (1.41, 2.03, 0.28)  0.365

---

Entry 5:
Formula: C4H6N2O
Source: the OMol25 dataset
Level of theory: wB97M-V/def2-TZVPD

Results
**E_HOMO**: -7.9 eV
**Charge**: 0
**Frontier orbital gap**: 8.714 eV

Each line ends with the Mulliken charge.
Geometry (Å):
O (1.30, 0.94, 1.15)  -0.505
N (-1.93, 0.79, -0.29)  -0.564
N (0.97, -1.41, -0.13)  0.063
C (1.70, -0.27, -0.26)  -0.642
C (0.62, 0.76, -0.27)  0.141
C (-0.43, -1.21, -0.16)  -0.610
C (-0.70, 0.11, -0.21)  0.216
H (1.38, -2.33, -0.23)  0.212
H (-1.11, -2.05, -0.15)  0.372
H (-2.71, 0.15, -0.21)  0.250
H (0.72, 1.70, -0.79)  0.432
H (-2.01, 1.49, 0.44)  0.265
H (2.19, 1.35, 1.10)  0.370

---

Entry 6:
Formula: C4H6N2O
Source: the OMol25 dataset
Level of theory: wB97M-V/def2-TZVPD

Results
**E_HOMO**: -7.4 eV
**Charge**: 0
**SMILES**: Nc1c[nH]c(O)c1
**Frontier orbital gap**: 8.232 eV

Each line ends with the Mulliken charge.
Geometry (Å):
O (2.45, 0.37, 1.00)  -0.513
N (0.91, -1.21, -0.03)  0.037
N (-2.18, 0.57, -0.51)  -0.609
C (1.31, 0.08, 0.31)  -0.132
C (0.23, 0.91, 0.13)  -0.498
C (-0.42, -1.16, -0.44)  -0.872
C (-0.86, 0.12, -0.31)  0.838
H (-2.30, 1.47, -0.05)  0.258
H (3.01, 1.04, 0.58)  0.342
H (1.41, -2.08, -0.10)  0.204
H (-0.94, -2.01, -0.86)  0.371
H (0.21, 1.97, 0.36)  0.324
H (-2.82, -0.08, -0.07)  0.248

---

These records have relative energy (zero: lowest compared OMol25 entry of this formula, charge and spin) values of 171.8; 193.4; 290.8; 274.5; 421.7; 119.2 kJ/mol, in the order they appear.